# 1
Density functional theory data (ωB97M-V with the def2-TZVPD basis set) for an isolated molecule of C5H13NS at a distorted geometry.

Structure (XYZ):
```
20
C5H13NS ωB97M-V with the def2-TZVPD basis set
C -0.09 1.01 -0.07
C 1.37 0.60 -0.47
C 2.31 0.18 0.71
S 2.57 1.44 2.07
C -0.83 -0.26 0.33
N -1.24 -1.10 -0.81
C -2.69 -1.32 -0.85
H -0.50 1.61 -0.87
H -0.02 1.75 0.73
H 1.77 1.40 -1.09
H 1.27 -0.35 -1.01
H 1.92 -0.69 1.23
H 3.26 -0.08 0.26
H 2.88 2.57 1.39
H -0.26 -0.78 1.11
H -1.73 0.12 0.83
H -0.76 -1.99 -0.76
H -3.16 -1.36 0.13
H -2.94 -2.23 -1.41
H -3.11 -0.51 -1.47
```

Output
HOMO-LUMO gap	9.92	eV
M	119.23	g/mol
SMILES string	CNCCCCS
ΔE to the lowest compared entry with this formula, charge and spin	19.4	kcal per mole
spin multiplicity	1
energy	-651.213038	Eh

Atom charges from the natural (NBO) analysis, given in e for atoms 1 to 8: C -0.4104; C -0.4039; C -0.4903; S -0.0878; C -0.2318; N -0.6396; C -0.4126; H 0.2107

***

# 2
Density functional theory data (ωB97M-V with the def2-TZVPD basis set) for an isolated molecule of C4H4N2 at a distorted geometry.

Structure (XYZ):
```
10
C4H4N2 ωB97M-V with the def2-TZVPD basis set
C -0.25 -0.41 -0.95
C 0.25 0.35 0.30
C -0.62 1.42 0.81
N -1.23 2.36 1.09
C 0.64 -0.80 1.12
N 1.08 -1.87 1.19
H 0.60 -1.05 -1.20
H -0.62 0.27 -1.73
H -1.04 -1.12 -0.70
H 1.20 0.84 0.05
```

Output
HOMO-LUMO gap	12.52	eV
M	80.09	g/mol
SMILES string	CC(C#N)C#N
ΔE to the lowest compared entry with this formula, charge and spin	27.2	kcal per mole
spin multiplicity	1
energy	-264.283027	Eh

Atom charges from the natural (NBO) analysis, given in e for atoms 1 to 8: C -0.5698; C -0.4141; C 0.2797; N -0.2729; C 0.2806; N -0.2822; H 0.2359; H 0.2292

***

# 3
Density functional theory data (ωB97M-V with the def2-TZVPD basis set) for a cluster of 5 separate species, C26H30OS in total at a distorted geometry.

Structure (XYZ):
```
58
C26H30OS ωB97M-V with the def2-TZVPD basis set
C 3.49 -27.95 7.99
S 2.04 -27.78 9.10
O 2.00 -28.99 9.97
C 2.75 -26.53 10.19
H 4.04 -28.80 8.37
H 4.13 -27.07 8.00
H 3.19 -28.10 6.96
H 3.54 -26.95 10.80
H 1.93 -26.17 10.81
H 3.09 -25.64 9.64
C 6.12 -22.94 5.62
C 7.27 -22.44 6.25
C 7.93 -23.04 7.29
C 7.35 -24.21 7.81
C 6.27 -24.79 7.17
C 5.62 -24.11 6.15
H 5.57 -22.42 4.85
H 7.65 -21.49 5.86
H 8.70 -22.57 7.89
H 7.83 -24.73 8.63
H 5.98 -25.79 7.46
H 4.62 -24.42 5.84
C 11.11 -21.79 10.08
C 10.93 -22.99 10.76
C 11.67 -23.21 11.91
C 12.57 -22.25 12.38
C 12.67 -21.04 11.72
C 11.95 -20.81 10.54
H 10.57 -21.67 9.14
H 10.29 -23.77 10.36
H 11.57 -24.15 12.44
H 13.15 -22.38 13.28
H 13.32 -20.23 12.06
H 12.04 -19.89 9.98
C 2.20 -19.79 4.27
C 3.52 -19.98 3.84
C 3.74 -20.32 2.51
C 2.66 -20.51 1.65
C 1.35 -20.24 2.07
C 1.14 -19.90 3.39
H 2.16 -19.58 5.33
H 4.32 -19.98 4.56
H 4.71 -20.53 2.07
H 2.94 -20.86 0.67
H 0.59 -20.44 1.32
H 0.12 -19.72 3.72
C 1.74 -23.43 5.09
C 0.91 -23.83 6.16
C 0.61 -25.15 6.41
C 1.09 -26.16 5.58
C 1.87 -25.79 4.51
C 2.18 -24.44 4.25
H 1.96 -22.38 4.98
H 0.51 -23.10 6.86
H 0.14 -25.42 7.35
H 1.02 -27.22 5.79
H 2.25 -26.52 3.80
H 2.75 -24.19 3.36
```

Output
HOMO-LUMO gap	9.65	eV
M	390.59	g/mol
ΔE to the lowest compared entry with this formula, charge and spin	0.0	kcal per mole
spin multiplicity	1
energy	-1482.079204	Eh

Atom charges from the natural (NBO) analysis, given in e for atoms 1 to 8: C -0.8361; S 1.2395; O -0.9778; C -0.8285; H 0.2489; H 0.2267; H 0.2336; H 0.2401

***

# 4
Density functional theory data (ωB97M-V with the def2-TZVPD basis set) for a structure of composition C12H27GeNO5Pd at a distorted geometry.

Structure (XYZ):
```
47
C12H27GeNO5Pd ωB97M-V with the def2-TZVPD basis set
Pd 0.61 0.02 -1.09
C -1.79 3.41 -0.44
C -0.58 2.69 0.16
C 0.69 3.11 -0.55
C -0.47 2.98 1.65
O -0.82 1.27 -0.06
Ge -0.78 -0.11 1.32
O 1.14 -0.09 1.03
C 2.15 -1.07 1.45
C 3.32 -0.26 1.99
C 2.59 -1.91 0.26
C 1.54 -1.96 2.53
O -0.79 -1.29 -0.22
C -1.98 -1.66 -1.01
C -3.22 -1.31 -0.20
C -2.00 -0.92 -2.33
C -1.88 -3.16 -1.24
H -1.66 4.49 -0.33
H -2.70 3.12 0.09
H -1.90 3.17 -1.49
H 0.83 4.19 -0.47
H 0.63 2.86 -1.61
H 1.56 2.63 -0.10
H -0.31 4.04 1.82
H 0.37 2.43 2.09
H -1.39 2.69 2.16
H 3.67 0.44 1.23
H 4.15 -0.93 2.25
H 3.03 0.30 2.87
H 3.15 -1.30 -0.45
H 1.73 -2.38 -0.22
H 3.25 -2.71 0.60
H 1.22 -1.36 3.38
H 2.26 -2.69 2.87
H 0.67 -2.49 2.13
H -3.28 -0.23 -0.04
H -3.20 -1.81 0.78
H -4.12 -1.63 -0.72
H -2.07 0.16 -2.16
H -2.86 -1.22 -2.92
H -1.11 -1.16 -2.91
H -1.85 -3.69 -0.29
H -0.97 -3.39 -1.80
H -2.74 -3.51 -1.81
O 2.34 0.84 -2.11
N 2.27 0.07 -3.10
O 1.29 -0.69 -2.97
```

Output
HOMO-LUMO gap (alpha / beta)	6.11 / 5.99	eV
total charge	+1
M	444.38	g/mol
spin multiplicity	2
energy	-3108.815468	Eh

Atom charges from the natural (NBO) analysis, given in e for atoms 1 to 8: Pd 1.3526; C -0.6245; C 0.2670; C -0.6431; C -0.6518; O -0.8638; Ge 1.4325; O -0.8368

***

What did the second record say?
Density functional theory data (ωB97M-V with the def2-TZVPD basis set) for an isolated molecule of C4H4N2 at a distorted geometry.

Structure (XYZ):
```
10
C4H4N2 ωB97M-V with the def2-TZVPD basis set
C -0.25 -0.41 -0.95
C 0.25 0.35 0.30
C -0.62 1.42 0.81
N -1.23 2.36 1.09
C 0.64 -0.80 1.12
N 1.08 -1.87 1.19
H 0.60 -1.05 -1.20
H -0.62 0.27 -1.73
H -1.04 -1.12 -0.70
H 1.20 0.84 0.05
```

Output
HOMO-LUMO gap	12.52	eV
M	80.09	g/mol
SMILES string	CC(C#N)C#N
ΔE to the lowest compared entry with this formula, charge and spin	27.2	kcal per mole
spin multiplicity	1
energy	-264.283027	Eh

Atom charges from the natural (NBO) analysis, given in e for atoms 1 to 8: C -0.5698; C -0.4141; C 0.2797; N -0.2729; C 0.2806; N -0.2822; H 0.2359; H 0.2292

***

- Among the records above, which one has the highest M?
  C12H27GeNO5Pd